The following is a DFT calculation (wB97M-V/def2-TZVPD) of a molecular structure, CH11NO4 in a non-equilibrium geometry.

Each line ends with the Löwdin charge.
Positions of all 17 atoms, in Å:
C  -2.347829  0.330260  1.135632  0.02
N  -1.362789  -0.236463  0.386873  -0.07
H  -2.800041  -0.217585  1.993954  0.11
H  -2.739990  1.287342  0.847221  0.09
H  -2.405970  -0.567758  0.065804  0.16
H  0.200057  -1.840059  1.181862  -0.02
H  1.649645  -1.182269  0.931013  0.09
O  1.142724  -2.063622  1.290863  -0.15
H  1.359453  1.892239  0.997557  0.07
H  0.264189  0.947634  0.453325  0.00
O  1.207879  0.962602  0.723455  -0.08
H  -0.607601  -0.589869  -2.589178  0.09
H  -0.796623  -0.003210  -1.000486  -0.06
O  -0.328327  0.146761  -1.915390  -0.18
H  1.738910  0.185622  -1.374134  0.00
H  3.106479  0.796351  -1.845333  0.01
O  2.719841  0.152032  -1.283036  -0.08

Force components x, y, z for each atom (eV/Å):
C 2.3 -1.7 -1.2
N -3.1 0.8 2.7
H 0.1 0.3 -0.5
H -0.2 1.0 0.4
H 0.3 -0.9 -0.2
H 0.6 0.1 -0.1
H -1.9 -3.1 1.3
O 1.4 3.1 -1.3
H 0.0 -0.9 -0.3
H 0.9 0.0 0.1
O -1.1 1.1 0.5
H 0.8 2.1 2.2
H 0.9 0.2 -2.1
O -1.1 -2.0 -1.2
H 0.9 0.2 -0.2
H 0.2 0.8 -0.8
O -0.8 -1.2 0.5

The energy above the lowest of the compared OMol25 structures with the same formula, charge and spin comes out at 119.6 kcal per mole. The HOMO energy comes out at -9.93 eV. The value obtained for the gap between HOMO and LUMO is 0.30760 hartree.